2 unconnected molecules or ions with the total composition C17H19N at a distorted geometry. Source: the Open Molecules 2025 dataset; level of theory: the ωB97M-V functional and the def2-TZVPD basis.

Positions of all 37 atoms, in Å:
C (1.09, -1.15, 4.83)
C (0.17, -1.30, 3.70)
C (-0.34, -2.37, 3.08)
N (-1.74, -2.04, 2.48)
C (-1.95, -0.70, 2.92)
C (-3.07, 0.08, 2.57)
C (-2.90, 1.40, 2.86)
C (-1.83, 1.98, 3.53)
C (-0.66, 1.12, 3.80)
C (-0.79, -0.23, 3.57)
H (1.03, -2.09, 5.59)
H (1.15, -0.23, 5.33)
H (2.06, -1.34, 4.62)
H (-0.01, -3.34, 2.76)
H (-2.36, -2.65, 1.96)
H (-3.77, -0.13, 1.93)
H (-3.74, 2.16, 2.70)
H (-1.58, 3.05, 3.77)
H (0.23, 1.63, 4.20)
C (4.02, -0.58, -4.07)
C (2.71, -1.22, -3.83)
C (1.50, -0.12, -3.81)
C (1.43, 0.52, -5.11)
C (0.40, 1.47, -5.46)
C (-0.42, 1.89, -4.39)
C (-0.26, 1.38, -3.12)
C (0.72, 0.38, -2.73)
H (4.60, -1.43, -4.33)
H (4.50, -0.25, -3.20)
H (3.95, 0.36, -4.67)
H (2.41, -1.91, -4.62)
H (2.95, -1.85, -2.96)
H (2.23, 0.37, -5.68)
H (0.53, 1.97, -6.34)
H (-0.88, 2.82, -4.56)
H (-0.81, 1.80, -2.37)
H (0.81, 0.07, -1.69)

Results
Molecular weight ... 237.35 u
SMILES ... Cc1c[nH]c2ccccc12.CCc1ccccc1
Orbital gap ... 8.7 eV
Energy ... -713.78506 Eh
HOMO energy ... -0.292 Ha
Energy relative to the best compared isomer or geometry (same formula, charge and spin) ... 465.3 kJ/mol